# 1
19
Properties=species:S:1:pos:R:3:forces:R:3:nbo_charge:R:1 method="wB97M-V/def2-TZVPD" relative_energy_kcal_mol=38.5 smiles=C1CCOC1.CO orbital_gap_ev=10.87 e_homo_ev=-9.94
C 0.8562 0.4760 -0.3943 0.15 0.04 -0.03 -0.438
C -0.1502 -0.6718 -0.6714 0.00 -0.12 -0.07 -0.455
C 0.6459 -1.9056 -0.2418 -0.24 -0.08 0.01 -0.072
O 1.9865 -1.6082 -0.5788 0.11 0.02 0.05 -0.519
C 2.1911 -0.2775 -0.1464 0.01 0.32 0.08 -0.072
H 0.9234 1.1740 -1.2350 0.00 -0.19 0.10 0.218
H 0.6436 1.0892 0.4939 0.00 -0.17 -0.21 0.182
H -0.3738 -0.7236 -1.7417 0.12 0.00 0.13 0.210
H -1.1037 -0.6048 -0.1390 0.31 0.03 -0.12 0.237
H 0.3590 -2.8250 -0.7555 0.03 0.10 0.05 0.197
H 0.5480 -2.0609 0.8474 0.05 0.01 -0.17 0.158
H 2.4207 -0.2555 0.9349 0.02 -0.08 -0.28 0.160
H 3.0397 0.1400 -0.6980 -0.17 -0.11 0.12 0.195
C -2.5186 1.6693 0.2510 -0.28 0.17 -0.22 -0.255
O -1.8743 0.9197 1.2621 0.01 0.11 0.13 -0.727
H -3.5085 1.2311 0.0943 0.10 0.12 0.00 0.181
H -1.9767 1.6380 -0.7076 -0.10 -0.03 0.23 0.164
H -2.6412 2.7194 0.5491 0.03 -0.15 -0.08 0.168
H -0.9344 0.9296 1.0580 -0.15 0.02 0.27 0.469

# 2
19
Properties=species:S:1:pos:R:3:forces:R:3:nbo_charge:R:1 method="wB97M-V/def2-TZVPD" relative_energy_kcal_mol=162.7 orbital_gap_ev=6.42 e_homo_ev=-7.48
C -2.4761 -0.6805 -0.8036 -1.66 -1.11 1.52 -0.211
O -1.1766 -0.9317 -0.3975 -0.92 0.80 0.58 -0.951
C -0.4588 1.4721 1.1833 3.53 1.85 0.90 -0.371
C 0.6363 0.6111 1.4037 0.52 -0.87 1.64 -0.074
C 1.7002 0.3622 0.3950 2.20 2.59 1.25 -0.476
C 1.4352 -0.7921 -0.4631 -0.34 -1.92 -2.60 -0.147
O 2.1096 -0.6993 -1.7500 0.83 0.32 0.63 -0.743
H -3.3435 -1.3263 -0.2287 1.91 0.77 -1.26 0.104
H -2.6659 -0.7977 -1.8922 0.18 -0.05 0.41 0.144
H -2.8321 0.3154 -0.5159 0.07 0.60 -0.22 0.109
H -1.0531 1.8469 2.0097 -0.68 -1.16 -0.07 0.258
H -0.3368 2.2933 0.4015 -0.31 -1.92 0.41 0.259
H -0.4512 0.2532 0.7738 -2.90 -1.47 -1.89 0.425
H 0.7697 -0.1900 2.2645 -1.19 2.10 -1.34 0.269
H 1.8077 1.2909 -0.1909 0.12 -0.44 -0.07 0.230
H 2.6714 0.1922 0.9758 -1.14 0.54 -0.62 0.232
H 0.3490 -0.7619 -0.7504 0.79 -0.95 0.83 0.303
H 1.8352 -1.6970 0.0622 -0.83 0.38 -0.61 0.162
H 1.4799 -0.7607 -2.4771 -0.17 -0.05 0.51 0.478

# 3
20
Properties=species:S:1:pos:R:3:forces:R:3:nbo_charge:R:1 method="wB97M-V/def2-TZVPD" relative_energy_kcal_mol=26.1 orbital_gap_ev=6.30 charge=-1 e_homo_ev=-2.72
C -0.9692 -0.6462 1.5199 -0.06 0.02 -0.16 -0.645
C -0.6618 1.4868 0.1936 -0.02 0.00 -0.03 -0.678
C -1.7064 -0.5664 -0.8916 0.07 0.09 0.16 -0.636
C 1.1077 -0.8737 -0.3923 -2.76 1.96 0.84 -0.743
C -0.7699 -0.0191 0.1599 3.21 -1.94 -0.85 0.060
O 3.7232 -0.6402 -0.4820 1.02 -0.59 -0.49 -1.218
O 2.4164 1.5070 -0.4457 -0.17 -0.10 0.44 -1.062
P 2.6232 -0.0200 0.3394 -1.07 0.54 0.24 1.269
H -1.0317 -1.7333 1.4415 0.01 -0.02 0.04 0.197
H -1.8937 -0.2849 1.9911 -0.07 0.03 0.04 0.173
H -0.1294 -0.3980 2.1639 0.03 0.02 0.15 0.223
H -1.2960 1.9392 -0.5738 0.00 0.07 -0.01 0.185
H 0.3624 1.8078 0.0284 0.01 0.14 -0.06 0.279
H -0.9784 1.8677 1.1669 -0.09 0.10 0.06 0.188
H -1.4833 -0.1404 -1.8694 -0.01 0.01 -0.06 0.205
H -1.6206 -1.6504 -0.9629 -0.02 -0.06 -0.02 0.203
H -2.7492 -0.3256 -0.6443 -0.11 0.05 -0.01 0.176
H 1.0052 -1.8890 -0.0252 -0.11 -0.24 0.10 0.175
H 1.0948 -0.8367 -1.4819 0.00 0.02 -0.11 0.179
H 2.9569 1.4156 -1.2356 0.13 -0.10 -0.28 0.471

# 4
20
Properties=species:S:1:pos:R:3:forces:R:3:nbo_charge:R:1 method="wB97M-V/def2-TZVPD" relative_energy_kcal_mol=0.9 smiles="CC(=O)O.CCCS" orbital_gap_ev=9.80 e_homo_ev=-9.11
C -0.0032 2.3308 0.1926 -0.01 0.20 0.25 -0.730
C -1.3036 2.7575 -0.4194 -0.17 -0.47 -0.04 0.792
O -1.5418 3.8205 -0.9170 0.05 0.29 -0.04 -0.590
O -2.2311 1.7650 -0.3829 0.09 0.18 -0.01 -0.688
H -0.1425 1.4735 0.8408 0.02 -0.13 0.00 0.236
H 0.4023 3.1584 0.7739 0.01 0.00 -0.12 0.243
H 0.7055 2.0835 -0.5966 -0.02 0.00 -0.04 0.244
H -3.0242 2.1310 -0.8055 0.03 -0.07 0.02 0.493
C 1.4368 -1.5572 -2.0653 0.15 0.02 0.04 -0.603
C 1.2646 -1.3038 -0.5715 0.01 0.04 -0.11 -0.411
C 1.0249 -2.5870 0.2047 0.06 -0.03 0.11 -0.499
S 0.5590 -2.1821 1.9188 0.05 0.01 0.01 -0.055
H 1.5154 -0.6189 -2.6112 -0.03 0.07 -0.04 0.212
H 0.5841 -2.1067 -2.4635 -0.02 -0.02 -0.05 0.205
H 2.3453 -2.1257 -2.2824 -0.09 -0.05 0.08 0.204
H 2.1457 -0.8076 -0.1601 0.02 0.04 -0.01 0.205
H 0.4276 -0.6183 -0.4202 -0.08 -0.04 0.02 0.200
H 1.9326 -3.1873 0.2257 0.02 -0.03 -0.03 0.212
H 0.2343 -3.1783 -0.2518 -0.06 0.00 -0.06 0.206
H 0.9156 -3.3515 2.4630 -0.04 0.00 0.03 0.124

# 5
20
Properties=species:S:1:pos:R:3:forces:R:3:nbo_charge:R:1 method="wB97M-V/def2-TZVPD" relative_energy_kcal_mol=89.9 smiles="C/C=C/C=C/O.O.O" orbital_gap_ev=8.82 e_homo_ev=-8.25
C -0.1470 -2.8608 1.7133 1.96 0.31 -0.26 -0.668
C -0.3082 -1.9343 0.5792 -0.62 0.74 -1.88 -0.136
C 0.2956 -0.7422 0.4743 -0.98 -0.69 -0.80 -0.277
C 0.2287 0.1574 -0.6567 2.28 0.24 0.22 -0.337
C -0.7256 0.4846 -1.4993 0.31 -0.17 -1.23 0.141
O -0.3112 1.2404 -2.5771 -0.68 0.54 -1.28 -0.721
H 0.9626 -2.9470 1.8208 -0.86 -0.81 0.16 0.222
H -0.4294 -2.3003 2.5324 -0.53 1.29 2.18 0.233
H -0.7215 -3.7524 1.8586 0.00 -0.73 -0.92 0.231
H -0.9098 -2.1585 -0.3208 0.13 -0.31 0.69 0.200
H 1.0163 -0.3347 1.1141 0.91 -0.16 1.81 0.192
H 1.2764 0.6246 -0.8718 -2.10 -0.77 0.24 0.208
H -1.8049 0.1286 -1.5046 1.55 0.83 -0.07 0.204
H 0.6511 1.2214 -2.8329 -1.45 -0.40 1.17 0.499
O -2.0499 0.4153 2.4999 1.15 -0.19 -2.21 -0.951
H -1.4976 0.4057 1.6360 -1.29 -0.04 2.16 0.483
H -1.6072 1.0470 3.0674 0.13 0.18 0.08 0.465
O 2.6133 2.4126 -1.0553 -6.35 4.24 -9.04 -0.903
H 1.8761 2.7950 -0.6193 -1.02 0.56 0.53 0.471
H 3.1099 2.0959 -0.4847 7.47 -4.66 8.46 0.443

# 6
20
Properties=species:S:1:pos:R:3:forces:R:3:nbo_charge:R:1 method="wB97M-V/def2-TZVPD" relative_energy_kcal_mol=3.3 smiles="CC(=O)O.CCCO" orbital_gap_ev=11.38 e_homo_ev=-10.49
C 2.3152 -0.1759 -1.8201 0.24 -0.05 -0.72 -0.730
C 1.8749 0.7523 -0.7278 -0.16 -0.17 0.49 0.798
O 1.7972 1.9584 -0.8004 0.04 -0.43 0.10 -0.618
O 1.5588 0.0650 0.4013 -0.09 1.24 0.03 -0.696
H 2.5679 0.3967 -2.7283 -0.15 -0.20 0.50 0.237
H 1.5103 -0.8887 -2.0661 0.34 0.25 0.23 0.244
H 3.2054 -0.7456 -1.5044 -0.44 0.18 -0.03 0.243
H 1.2815 0.7570 1.0619 0.14 -0.67 -0.28 0.513
C 3.6061 3.4015 2.3274 0.03 -0.02 -0.02 -0.622
C 2.8180 2.7889 3.4850 0.13 -0.17 0.23 -0.425
C 1.3227 3.0548 3.3909 -0.25 -0.06 0.51 -0.060
O 0.7108 2.4379 2.2569 0.48 0.31 -0.76 -0.748
H 3.2988 2.9511 1.3686 0.21 0.21 0.25 0.211
H 4.6870 3.2308 2.4658 -0.42 0.10 -0.17 0.217
H 3.4249 4.4885 2.2796 0.13 -0.33 -0.05 0.203
H 2.9798 1.6942 3.5172 -0.04 0.44 0.05 0.203
H 3.1776 3.2105 4.4434 -0.14 -0.23 -0.34 0.205
H 0.8012 2.6263 4.2683 0.26 0.25 -0.41 0.183
H 1.1336 4.1455 3.3866 0.01 -0.36 -0.05 0.160
H 1.0491 2.8853 1.4533 -0.31 -0.29 0.45 0.484

# 7
21
Properties=species:S:1:pos:R:3:forces:R:3:mulliken_spin:R:1 method="wB97M-V/def2-TZVPD" relative_energy_kcal_mol=66.2 orbital_gap_ev="7.08 / 2.19" charge=+2 e_homo_ev="-15.97 / -15.96" spin_multiplicity=7 s2=12.0230
C -2.5230 2.1140 -0.0285 0.09 -0.36 0.04 0.011
C -1.4710 1.5901 -0.9430 0.69 0.27 1.45 -0.033
O -1.7986 0.5807 -1.7786 -0.03 -0.68 0.51 -0.052
Ru -2.0650 0.5657 -3.7198 -0.35 -0.26 -1.72 5.644
H -3.4125 1.4727 -0.0327 0.24 0.12 0.04 0.001
H -2.7811 3.1368 -0.3377 0.09 -0.19 0.07 0.001
H -2.1249 2.1542 0.9931 -0.04 0.12 -0.12 -0.003
H -0.7967 2.3059 -1.4367 0.32 -0.26 0.70 0.028
O -0.4197 0.3441 0.0354 -3.04 -0.48 -3.91 0.335
H -1.0168 -0.3174 -1.0188 1.26 1.46 3.12 -0.010
C 1.9120 -2.4822 1.9509 0.53 -0.92 0.22 0.001
O 1.3250 -1.2819 1.5161 -0.49 1.05 -0.67 0.004
C 1.5806 -0.9993 0.1648 0.12 -0.92 0.48 0.021
C 0.9794 0.3348 -0.2039 1.03 0.44 0.15 0.008
H 1.6613 -2.6136 3.0100 0.05 0.11 -0.35 0.002
H 1.5264 -3.3438 1.3789 0.07 0.23 0.17 0.000
H 3.0104 -2.4537 1.8423 -0.32 0.03 0.05 0.000
H 1.1625 -1.7933 -0.4823 0.07 0.04 0.01 0.002
H 2.6696 -0.9566 -0.0244 -0.27 0.14 -0.16 0.003
H 1.1373 0.5113 -1.2807 0.31 0.10 0.14 0.026
H 1.4449 1.1316 0.3957 -0.35 -0.03 -0.21 0.010

# 8
21
Properties=species:S:1:pos:R:3:forces:R:3:mulliken_spin:R:1 method="wB97M-V/def2-TZVPD" relative_energy_kcal_mol=50.0 orbital_gap_ev="7.35 / 4.20" charge=+1 e_homo_ev="-11.40 / -11.35" spin_multiplicity=2 s2=0.7512
C 3.9933 0.5319 1.9363 0.10 0.59 -0.59 0.000
O 2.9255 0.3796 2.8359 -2.21 1.91 0.41 0.000
H 3.7780 0.0540 0.9635 0.09 -0.07 0.23 0.000
H 4.2014 1.5929 1.7133 0.13 -0.30 0.21 0.000
H 4.8888 0.0710 2.3723 -0.27 0.13 -0.14 0.000
H 2.2294 1.1502 2.7805 2.20 -2.38 -0.09 0.000
C 0.5685 1.1793 1.0220 -0.10 0.34 0.83 0.000
O -0.0624 0.5765 0.0674 -0.37 0.35 -1.05 -0.003
C -0.7350 -0.6667 0.3744 0.39 -0.80 0.41 0.000
C -2.0253 -0.7812 -0.3914 -0.39 0.08 0.84 0.000
O -1.8513 -0.3411 -1.7233 1.15 0.82 -0.73 -0.005
C -2.9337 -0.6878 -2.5733 -0.72 -0.27 -0.45 0.000
H 0.9584 2.1166 0.5702 0.07 -0.15 -0.34 0.000
H -0.9406 -0.7036 1.4504 0.21 0.03 -0.22 0.000
H -0.0301 -1.4632 0.1078 -0.16 0.17 0.04 0.000
H -2.8111 -0.1826 0.1001 0.15 -0.13 -0.29 0.000
H -2.3378 -1.8380 -0.3837 0.08 0.30 0.00 0.000
H -2.7153 -0.2774 -3.5674 -0.14 -0.15 0.19 0.000
H -3.0272 -1.7817 -2.6400 0.05 0.32 -0.01 0.000
H -3.8725 -0.2553 -2.1980 0.26 -0.09 -0.11 0.000
Yb -0.2012 1.3266 -2.8171 -0.52 -0.68 0.88 1.009

| no. | electronic energy (eV) |
| --- | --- |
| 1 | -9473.467 |
| 2 | -9468.081 |
| 3 | -18763.954 |
| 4 | -20310.281 |
| 5 | -11518.868 |
| 6 | -11522.625 |
| 7 | -14074.777 |
| 8 | -43037.263 |